Run P
Density functional theory data (ωB97M-V with the def2-TZVPD basis set) for a 2-piece molecular cluster, C9H16N overall.

Output
LUMO level, Eh: -0.1537
HOMO, eV: -12.95
Net charge: +1
Frontier orbital gap, eV: 8.77

Last column: natural (NBO) charge in e.
Element x y z (Å)
C -1.14553 0.20899 -0.51409  0.27
C 2.72346 -0.58421 1.78826  -0.50
C 3.13286 -0.24193 0.60082  0.13
C 2.90614 -0.93461 -1.85486  -0.62
C -3.08034 -0.08660 1.77246  -0.65
C -2.63882 0.56151 -0.54237  -0.45
C 3.25331 0.16371 -0.70132  -0.35
C 0.99050 1.30976 -0.86003  0.08
C -3.39309 -0.40477 0.30998  -0.41
N -0.15117 0.91449 -0.70393  -0.29
H 1.84294 -0.25760 2.35102  0.23
H 3.39347 -0.96757 2.54511  0.25
H 3.83095 -1.56275 -2.10163  0.25
H 2.28025 -1.67728 -1.45211  0.22
H 2.52862 -0.36448 -2.68994  0.20
H -2.71767 0.91364 2.02262  0.21
H -3.97436 -0.03218 2.45230  0.25
H -2.40072 -0.69946 2.28459  0.22
H -2.90239 0.41021 -1.62247  0.26
H -2.82125 1.59070 -0.30886  0.25
H 3.91025 0.99444 -1.05291  0.25
H -0.98934 -0.76921 -0.12894  0.22
H 1.43427 1.93210 0.01590  0.26
H 1.52697 1.16596 -1.84023  0.26
H -4.44456 -0.17026 0.11324  0.24
H -3.09478 -1.41263 0.11739  0.22

Run Q
Density functional theory data (ωB97M-V with the def2-TZVPD basis set) for an isolated ion of composition C9H16N and charge +1.

Output
LUMO level, Eh: -0.1193
HOMO, eV: -13.39
Structure (SMILES): C#CC(=C)[C@H]([NH3+])[C@@H](C)CC
Net charge: +1
Frontier orbital gap, eV: 10.14

Last column: natural (NBO) charge in e.
Element x y z (Å)
C -3.72812 0.90312 -0.73748  -0.16
C -2.94305 0.04599 -0.46210  -0.08
C -2.05519 -0.78223 0.13842  -0.10
C -2.04683 -2.10272 0.17560  -0.28
C -0.58124 0.06012 0.58336  0.00
N -1.05368 1.49364 1.00936  -0.74
C 0.32450 0.15212 -0.66764  -0.22
C 1.14734 1.50613 -0.58199  -0.61
C 1.23488 -1.05066 -0.78832  -0.40
C 2.17479 -1.29036 0.38258  -0.64
H -4.34069 1.55746 -1.23929  0.25
H -1.14429 -2.45533 0.64013  0.20
H -2.68328 -2.80632 -0.24760  0.24
H -0.17457 -0.54416 1.26684  0.23
H -1.94491 1.79372 0.39704  0.48
H -0.31439 2.27825 1.06197  0.46
H -1.39274 1.47075 1.94054  0.43
H -0.17281 0.33151 -1.61525  0.23
H 1.63054 1.57040 0.32832  0.20
H 0.55071 2.40634 -0.67302  0.19
H 1.81992 1.49308 -1.40958  0.24
H 1.72938 -0.91310 -1.66423  0.22
H 0.58214 -1.82340 -0.93790  0.21
H 1.71266 -1.95305 1.07291  0.21
H 2.66454 -0.38034 0.83469  0.21
H 3.01973 -1.79931 0.03423  0.24

What should be chosen as the most stable of them? Choose run Q.